[1]
ORCA calculation (wB97M-V/def2-TZVPD) on a cluster of 12 separate species, C36H45F9O36 in total.

Geometry as XYZ:
```
126
C36H45F9O36 | the Open Molecules 2025 dataset | wB97M-V/def2-TZVPD
C -25.332 9.841 20.631
H -25.141 8.934 21.204
O -22.933 9.069 15.152
C -24.227 8.230 12.006
O -26.065 6.275 21.906
H -19.513 8.309 14.834
O -25.420 6.953 18.505
H -20.130 8.976 13.411
C -29.853 9.962 21.580
C -32.319 6.744 18.389
F -28.602 11.756 19.503
C -22.971 9.704 20.171
O -24.618 6.083 12.334
O -26.714 10.621 16.354
H -24.610 8.770 18.064
F -31.711 5.780 14.795
O -29.199 2.865 16.904
H -27.124 13.023 13.400
F -25.505 14.797 12.855
C -25.170 5.620 18.504
H -26.775 4.174 12.298
O -29.431 4.578 11.220
C -33.173 3.292 16.219
C -24.856 6.344 11.011
H -24.584 9.249 12.157
C -23.730 11.521 16.338
H -29.769 5.528 20.727
H -25.329 3.135 19.615
F -30.196 5.212 22.895
O -27.381 9.034 17.888
C -20.728 10.034 19.580
H -30.282 7.127 21.179
C -25.857 14.522 15.833
O -32.264 4.174 16.168
O -24.189 5.095 18.013
H -27.050 3.287 19.902
H -24.383 10.661 16.486
O -28.722 3.583 13.063
H -31.874 6.425 17.446
C -27.730 4.461 12.738
C -27.308 9.597 16.630
C -28.304 7.955 17.861
C -22.136 9.939 15.350
O -27.887 8.852 15.737
C -28.153 7.600 16.352
C -25.176 13.868 13.791
H -33.729 4.764 13.690
C -24.683 7.246 13.110
H -24.269 12.081 15.575
O -24.915 5.485 10.133
H -26.331 2.987 18.244
H -29.353 8.162 18.070
C -33.871 6.908 18.302
C -29.585 10.902 19.521
H -28.037 6.023 11.187
O -33.940 8.132 17.623
C -29.449 6.427 21.255
C -30.923 11.306 20.100
C -27.309 6.351 21.939
H -24.602 7.725 16.639
O -26.876 13.729 15.339
H -31.048 0.969 18.718
O -24.831 14.434 14.988
H -29.599 10.577 18.481
O -25.833 15.038 16.960
F -34.357 7.022 19.564
H -24.461 13.190 13.326
C -24.518 7.737 17.726
O -30.223 2.521 11.705
O -31.923 8.099 18.463
O -29.689 4.920 17.668
H -30.236 1.230 16.420
O -29.218 9.836 20.413
H -27.290 6.957 16.177
O -22.749 8.687 20.838
C -20.447 8.677 14.410
F -29.238 1.331 19.539
O -32.654 10.061 17.645
C -29.671 3.695 17.838
F -29.275 7.042 15.815
O -20.919 9.897 14.971
H -20.349 9.613 20.511
O -33.766 3.182 15.009
H -31.754 10.956 19.488
O -33.656 2.805 17.235
H -23.919 7.328 13.883
H -23.173 8.471 11.870
H -26.081 12.026 14.401
H -26.172 9.628 19.968
C -26.257 3.520 19.192
O -26.252 4.942 19.087
O -28.066 5.759 22.843
H -29.644 7.056 23.210
H -30.894 3.995 14.700
O -30.882 10.827 21.367
H -31.949 6.150 19.224
H -29.211 6.139 12.482
H -32.788 3.420 13.199
C -28.608 5.437 11.906
O -24.712 7.595 10.828
H -25.632 10.586 21.368
H -20.147 10.918 19.316
H -21.139 7.838 14.337
O -24.163 10.335 19.989
O -22.034 10.534 19.608
O -30.414 3.004 18.683
O -29.661 9.344 22.615
C -33.074 3.987 14.085
C -29.517 3.457 11.990
H -20.688 9.308 18.768
C -29.536 1.502 17.210
C -30.169 1.601 18.587
O -28.141 6.941 21.053
H -23.701 11.947 17.341
F -25.812 7.505 13.707
F -27.508 5.111 13.880
H -23.454 7.555 17.881
H -34.268 6.013 17.825
C -26.382 13.054 14.198
H -31.030 12.389 20.049
H -27.944 7.117 18.458
C -32.826 8.851 17.910
C -31.866 4.449 14.891
C -29.416 6.159 22.636
H -28.645 0.874 17.225
O -22.348 11.128 16.005
```

Its SMILES is O=C1OC[C@@H](F)O1.O=C1OC[C@@H](F)O1.O=C1OC[C@@H](F)O1.O=C1OC[C@@H](F)O1.O=C1OC[C@@H](F)O1.O=C1OC[C@@H](F)O1.O=C1OC[C@@H](F)O1.O=C1OC[C@@H](F)O1.O=C1OC[C@@H](F)O1.COC(=O)OC.COC(=O)OC.COC(=O)OC. The value obtained for the lowest unoccupied orbital energy is -0.03 eV. The calculation puts the total energy at -136226.308 eV. The calculation puts the relative energy (zero: lowest compared OMol25 entry of this formula, charge and spin) at 330.8 kJ/mol. The value obtained for the HOMO energy is -10.73 eV. The calculation puts the largest force on an atom at 0.120 Eh/bohr.



[2]
ORCA calculation (wB97M-V/def2-TZVPD) on a structure of composition C36H45N8O8Re.

Geometry as XYZ:
```
98
C36H45N8O8Re | the Open Molecules 2025 dataset | wB97M-V/def2-TZVPD
C 2.654 1.532 1.818
H 2.423 -3.432 -2.433
H -4.209 1.622 1.716
H -0.789 3.987 4.533
H 0.673 -3.509 -2.681
C 1.388 -4.649 -0.992
H -2.703 2.250 5.418
H -2.683 0.489 5.265
C 0.992 -4.312 1.382
C 1.407 -8.045 0.728
C -1.482 5.118 1.421
C 0.753 -3.395 2.559
C 3.668 0.928 0.818
N 4.150 1.016 -2.740
O 1.479 3.569 0.077
N 0.986 -0.583 -2.579
H -2.099 0.961 -5.401
H -2.136 4.953 -1.037
H 5.362 1.479 -0.415
H -1.485 6.035 0.844
C -1.098 3.976 3.493
H 2.445 -8.386 0.713
H -4.719 -3.413 0.741
H 4.810 2.756 0.642
C -4.215 -2.460 0.700
H -4.262 4.090 -1.719
C 1.331 -6.553 0.511
H 1.003 -6.090 2.574
H 2.322 2.283 -3.960
C -3.909 3.760 -0.743
O -0.222 -1.884 -0.091
H -0.063 -2.698 2.350
C 0.936 2.475 0.184
H -4.449 4.324 0.022
C -1.503 2.773 2.921
C -3.461 1.005 1.229
C -2.907 -2.244 0.220
N -0.214 -0.177 -2.171
C 1.132 -3.806 0.090
H -2.210 -2.959 -0.184
N 3.694 2.571 -1.075
H -3.640 1.468 4.145
C 4.469 1.946 0.000
O 0.663 0.448 -6.569
H -4.168 2.706 -0.645
H 1.620 -0.976 -1.858
O 0.152 1.966 -0.708
C 1.552 -4.090 -2.384
H 4.400 0.361 1.395
H -0.584 1.529 4.387
H -1.871 3.232 -1.212
H 3.194 0.212 0.143
C 1.181 1.613 1.406
H -5.679 -1.032 1.550
Re -1.120 0.354 -0.281
H 0.647 2.103 2.217
C -1.489 1.519 3.771
H 0.877 -8.580 -0.061
C -1.080 5.142 2.747
H 1.225 -0.317 0.680
C -3.683 -0.304 0.895
N 0.556 0.289 1.163
C -0.269 0.504 -5.807
H 1.898 3.315 -2.636
C -2.395 3.980 -0.619
H 4.934 0.653 -2.229
C -1.885 2.771 1.574
H 4.090 0.776 -3.714
N -2.584 -0.950 0.331
H 2.963 2.541 2.101
H 0.497 -3.962 3.452
N -2.239 1.501 0.975
H 1.970 -0.777 -4.453
O -2.962 1.103 -3.881
H -1.450 0.627 3.144
H 0.976 -8.326 1.687
O 1.980 -1.621 -0.378
H 1.679 -6.678 -1.599
H 1.686 -4.889 -3.111
C 1.099 -0.449 -3.906
C 0.964 -2.335 -0.149
O -2.514 0.822 -1.700
H 1.652 -2.810 2.777
H 3.018 3.262 -0.748
C -1.901 3.941 0.810
C -0.073 0.103 -4.384
O -1.465 0.937 -6.159
C -2.702 1.425 4.704
C -2.225 0.769 -2.978
C -4.708 -1.241 1.124
H -0.752 6.071 3.198
N 2.509 2.615 -3.030
C -0.867 0.248 -3.241
C 1.105 -5.686 1.572
C 3.458 2.064 -2.269
C 1.483 -6.015 -0.761
H 2.683 0.932 2.731
H 0.333 -0.170 2.041
```

As for the spin multiplicity: 2. As for the expectation value of S²: 0.78. As for the net charge: +1. The value obtained for the lowest unoccupied orbital energy (alpha / beta) is -3.92 / -4.08 eV. The calculation puts the total energy at -68493.496 eV. The calculation puts the relative energy (zero: lowest compared OMol25 entry of this formula, charge and spin) at 0.0 kJ/mol. The value obtained for the HOMO energy (alpha / beta) is -10.92 / -10.87 eV. The calculation puts the largest force on an atom at 0.047 Eh/bohr.